(1)
{
  "formula": "C4H14N",
  "method": "the ωB97M-V functional and the def2-TZVPD basis",
  "species": ["C", "C", "H", "H", "H", "H", "H", "H", "C", "N", "C", "H", "H", "H", "H", "H", "H", "H", "H"],
  "xyz": [[-1.53783, 0.73079, -1.63272], [-0.68868, 1.95167, -2.13988], [-1.24073, -0.09266, -2.31206], [-2.66290, 0.87420, -1.62399], [-1.38379, 0.40380, -0.58827], [-0.93739, 2.06251, -3.24750], [-0.86534, 2.84808, -1.71126], [0.42937, 1.82547, -2.20671], [-0.39177, -1.48924, 1.61524], [0.63966, -0.39682, 1.41625], [2.04433, -0.91983, 1.18337], [-1.30328, -1.07849, 2.02496], [-0.57385, -2.08810, 0.73899], [0.09977, -2.02959, 2.47168], [0.50759, 0.20155, 2.24349], [0.50874, 0.25111, 0.62988], [2.36052, -1.66317, 1.81838], [2.74306, 0.04266, 1.09922], [2.25250, -1.43394, 0.22094]],
  "atomic_forces_ev_per_a": [[-0.0163, 0.1643, -0.0713], [0.4722, -3.1307, -3.0963], [-0.5904, 0.1025, 0.5453], [1.3078, 0.1568, -0.6469], [0.5144, 0.2941, -0.4249], [0.0489, 0.0218, 1.2804], [-0.7515, 2.8064, 1.6878], [-1.0793, -0.3991, 0.6493], [1.3272, -0.1093, 1.3584], [0.5167, -1.9299, -1.4080], [1.2896, 3.0820, -2.4078], [-0.2377, 0.4756, -0.1881], [0.2330, -0.1054, -0.2404], [-0.7499, -0.1233, -0.9951], [0.6524, 0.8442, 1.1306], [-0.7912, 0.1845, -0.4317], [0.4965, -1.0087, 2.4353], [-1.4077, -1.9908, 0.7539], [-1.2346, 0.6649, 0.0697]],
  "s_squared": 0.75,
  "homo_energy_ev": [-3.33, -11.48],
  "energy_ev": -5860.4750,
  "lumo_energy_ev": [1.063, 0.548],
  "spin_multiplicity": 2,
  "homo_lumo_gap_ha": [0.16136, 0.44194],
  "fmax_ev_per_a": 4.4,
  "charge": 0
}

(2)
{
  "formula": "C4H14N",
  "method": "the ωB97M-V functional and the def2-TZVPD basis",
  "species": ["C", "N", "H", "H", "H", "H", "H", "H", "C", "C", "C", "H", "H", "H", "H", "H", "H", "H", "H"],
  "xyz": [[-2.39426, 0.90029, -1.45466], [-1.88448, -0.41221, -1.04062], [-3.18682, 0.73976, -2.18058], [-1.69588, 1.58335, -1.95900], [-2.73456, 1.59705, -0.68181], [-2.43170, -0.87181, -0.31285], [-1.73698, -1.07236, -1.81013], [-0.87749, -0.41165, -0.73574], [1.38632, -0.56553, 2.16985], [1.62144, -0.74914, 0.65438], [1.59849, 0.55872, -0.15472], [0.39213, -0.09659, 2.32574], [1.56255, -1.46578, 2.73549], [2.01529, 0.23868, 2.56633], [2.59329, -1.23677, 0.60675], [0.91463, -1.50472, 0.28397], [1.81217, 0.40295, -1.21148], [2.35130, 1.21238, 0.25821], [0.69457, 1.15340, -0.05915]],
  "atomic_forces_ev_per_a": [[-0.6720, 2.0483, -1.1971], [2.5472, -0.6215, 0.3266], [-0.2102, -0.0505, 0.2367], [0.5948, -1.0954, -0.0479], [-0.1824, -1.0903, 0.5650], [-0.1135, 0.0569, -0.0122], [-0.9459, 0.1131, -0.3455], [-0.8397, 0.6597, 0.5532], [-0.7044, 1.7742, -0.7539], [-0.0228, -0.1334, 0.8211], [0.2704, -0.5931, 0.3316], [0.1090, -0.8297, 0.1968], [-0.2729, -0.2227, 0.1761], [0.4318, -0.3354, -0.1207], [0.1512, 0.1143, -0.5933], [-0.0581, 0.0742, -0.1317], [0.0520, -0.0031, -0.0275], [0.4339, 0.2407, -0.0672], [-0.5683, -0.1063, 0.0898]],
  "homo_energy_ev": -14.70,
  "energy_ev": -5857.9007,
  "lumo_energy_ev": -3.929,
  "homo_lumo_gap_ha": 0.39593,
  "fmax_ev_per_a": 2.6,
  "charge": 1
}

(3)
{
  "formula": "C4H14N",
  "method": "the ωB97M-V functional and the def2-TZVPD basis",
  "species": ["C", "N", "H", "H", "H", "H", "H", "H", "C", "C", "C", "H", "H", "H", "H", "H", "H", "H", "H"],
  "xyz": [[0.44013, 0.04703, 2.67816], [-0.44643, -1.15814, 2.53897], [1.39934, -0.10324, 2.20312], [0.56844, 0.28143, 3.72377], [-0.01437, 0.85873, 2.11181], [-1.45474, -0.98455, 2.62955], [-0.44975, -1.51621, 1.58078], [-0.19165, -1.91207, 3.18303], [-0.56511, 1.49302, -2.30074], [-0.21860, 0.00390, -2.22157], [0.85610, -0.23602, -1.21246], [0.34501, 2.09669, -2.47880], [-1.20458, 1.72156, -3.14167], [-0.97776, 1.85410, -1.34323], [-1.08852, -0.65774, -2.00153], [-0.06449, -0.21437, -3.31845], [0.44310, -0.54192, -0.23696], [1.51638, 0.58991, -0.98031], [1.26573, -1.23232, -1.49764]],
  "atomic_forces_ev_per_a": [[-0.3128, 0.4969, -0.5025], [-0.4639, -0.2821, -0.6725], [0.2374, -0.6176, 0.1525], [-0.1008, 0.1411, 0.1560], [-0.2420, 0.0977, 0.4271], [0.1785, 0.4359, 0.8450], [0.6274, -0.3507, 0.1722], [0.0015, -0.0572, -0.0739], [1.1041, 0.7055, -1.0173], [-0.6466, 0.7565, 0.9525], [-1.0389, -0.4546, 0.8091], [-0.3120, 0.2558, 0.1865], [-0.2706, -0.2540, -0.2759], [0.2462, -0.4414, 0.2917], [0.4983, -0.6078, -0.3922], [-0.2471, 0.0098, -0.0957], [-0.0545, -0.0084, -0.0695], [0.3808, -0.0660, -0.5908], [0.4148, 0.2407, -0.3023]],
  "s_squared": 0.75,
  "homo_energy_ev": [-21.01, -21.50],
  "energy_ev": -5843.8529,
  "lumo_energy_ev": [-7.410, -13.915],
  "spin_multiplicity": 2,
  "homo_lumo_gap_ha": [0.49986, 0.27861],
  "fmax_ev_per_a": 1.7,
  "charge": 2
}

(4)
{
  "formula": "C4H14N2O",
  "method": "the ωB97M-V functional and the def2-TZVPD basis",
  "species": ["C", "C", "C", "N", "C", "N", "H", "H", "H", "H", "H", "H", "H", "H", "H", "H", "H", "H", "H", "H", "O"],
  "xyz": [[-2.36360, -0.19043, 0.14142], [-0.93282, -0.61038, -0.16236], [-0.34035, -1.39053, 1.00003], [-0.09691, 0.53111, -0.53130], [0.21638, 0.60300, -1.94487], [0.99658, 1.81636, -2.17324], [-2.83055, 0.37909, -0.65196], [-2.95099, -1.09117, 0.26365], [-2.40339, 0.30594, 1.10903], [-0.97289, -1.32487, -1.00018], [-1.07624, -2.08403, 1.38766], [0.61187, -1.88050, 0.76984], [0.04277, -0.69754, 1.75875], [0.78799, 0.49002, -0.01642], [0.65887, -0.32361, -2.33026], [-0.74078, 0.77266, -2.43772], [1.82263, 1.68933, -2.73240], [1.15700, 2.28065, -1.29331], [2.02118, 0.29972, 2.85361], [3.53057, 0.14098, 2.64883], [2.86268, 0.28420, 3.34121]],
  "atomic_forces_ev_per_a": [[0.1474, -0.5109, 0.3592], [0.1112, -0.3222, -0.4355], [0.8340, 0.6998, 0.1006], [0.5016, -0.2275, 0.3324], [-0.6764, 0.9627, 0.3280], [-0.3225, -0.2216, -0.3844], [0.0862, 0.4162, -0.0908], [-0.3310, -0.3996, 0.0086], [-0.0245, 0.4494, -0.1127], [-0.0445, 0.1735, -0.1836], [0.0198, -0.2498, 0.3345], [-0.3067, -0.3281, -0.4523], [-0.6702, 0.0507, 0.3232], [-0.1304, -0.0608, 0.0109], [0.3227, 0.1060, -0.1426], [-0.2305, -0.5068, -0.3196], [0.2501, -0.0885, 0.3425], [0.3811, 0.0220, -0.0307], [0.0658, 0.0124, -0.1691], [-0.1598, 0.0040, -0.1339], [0.1767, 0.0191, 0.3153]],
  "s_squared": 0.75,
  "homo_energy_ev": [0.94, -5.47],
  "energy_ev": -9401.2825,
  "lumo_energy_ev": [3.897, 3.720],
  "spin_multiplicity": 2,
  "homo_lumo_gap_ha": [0.10863, 0.33789],
  "fmax_ev_per_a": 1.2,
  "charge": -1
}

(5)
{
  "formula": "C4H14N2O",
  "method": "the ωB97M-V functional and the def2-TZVPD basis",
  "species": ["N", "C", "C", "C", "C", "N", "H", "H", "H", "H", "H", "H", "H", "H", "H", "H", "H", "H", "O", "H", "H"],
  "xyz": [[0.68729, -1.46298, -1.59423], [0.91609, -1.44716, -0.11682], [0.86173, -0.07024, 0.49987], [-0.48110, 0.64411, 0.37577], [-1.57747, 0.06938, 1.27693], [-1.71572, 0.87901, 2.52280], [0.73180, -0.49752, -1.92221], [-0.30253, -1.65329, -1.72582], [0.21721, -2.14091, 0.35300], [1.90441, -1.87015, 0.05783], [1.11950, -0.10053, 1.56230], [1.60478, 0.58252, 0.03838], [-0.33832, 1.69306, 0.64551], [-0.85806, 0.62086, -0.63614], [-1.40058, -0.97375, 1.53110], [-2.55109, 0.11751, 0.78086], [-0.87939, 0.72149, 3.08391], [-2.46040, 0.47366, 3.08199], [1.39820, 1.38690, -2.89187], [2.07837, 0.96920, -3.43293], [1.04527, 2.05883, -3.49023]],
  "atomic_forces_ev_per_a": [[-0.6624, 0.4788, 0.6450], [0.3880, -0.3564, -0.7029], [-0.3074, 0.6350, 0.1515], [-0.2932, -0.2151, 0.4965], [-0.3911, 0.7224, 0.5838], [0.2823, -0.5154, -0.1375], [0.4056, -0.1121, -0.0641], [0.0584, -0.3102, -0.1396], [-0.1071, 0.0742, 0.0383], [0.1307, -0.0303, 0.0890], [0.1131, -0.2060, 0.0570], [0.2108, -0.1676, -0.1334], [-0.1628, -0.0033, -0.0610], [0.1703, 0.0344, -0.5006], [0.1600, -0.3147, -0.2115], [0.1204, -0.0119, -0.0383], [-0.0460, 0.1958, -0.0633], [-0.0713, 0.1016, -0.0225], [0.0518, 0.1950, -0.4240], [0.0449, -0.1522, 0.1738], [-0.0951, -0.0420, 0.2637]],
  "homo_energy_ev": -9.22,
  "energy_ev": -9402.5053,
  "lumo_energy_ev": 0.692,
  "homo_lumo_gap_ha": 0.36415,
  "fmax_ev_per_a": 1.0,
  "charge": 0
}

(6)
{
  "formula": "C4H14N2O",
  "method": "the ωB97M-V functional and the def2-TZVPD basis",
  "species": ["C", "N", "C", "C", "C", "N", "H", "H", "H", "H", "H", "H", "H", "H", "H", "H", "H", "H", "O", "H", "H"],
  "xyz": [[-1.27600, -1.77349, 0.10477], [-1.35176, -0.29144, -0.04964], [-0.49388, 0.31413, -1.04411], [0.96722, -0.10262, -0.96799], [1.67218, -0.33723, 0.43322], [1.38963, 0.35204, 1.61803], [-2.13250, -2.19069, 0.57354], [-0.41104, -1.93949, 0.76248], [-1.16573, -2.31204, -0.91307], [-2.32387, -0.06658, -0.42931], [-0.61168, 1.35180, -0.86566], [-0.88009, -0.05945, -2.01967], [1.20569, -1.01819, -1.36664], [1.57369, 0.58179, -1.58224], [1.28732, -1.36432, 0.65715], [2.70646, -0.45909, 0.07452], [1.71788, 1.32023, 1.60426], [0.39705, 0.42319, 1.75886], [-0.69152, 2.63034, 0.98376], [-1.46906, 2.40279, 0.45762], [-0.10997, 2.53833, 0.21013]],
  "atomic_forces_ev_per_a": [[1.4820, 0.7344, -1.8011], [-2.8771, -0.6844, 0.2148], [0.3971, -2.5514, -0.6448], [0.6752, 2.7206, 1.5484], [-1.2934, -2.5692, -2.0470], [0.8127, 2.1089, 0.8400], [-0.8889, 0.0252, 0.4800], [-0.3769, -0.5137, -0.4705], [0.1088, 0.6291, 1.4163], [1.5169, -0.4942, 1.1060], [0.0039, 0.8239, -0.8464], [0.3891, 0.9697, -0.0863], [-0.2479, -2.3535, -1.5211], [-0.2772, 0.2451, 0.2084], [0.9444, 0.4646, -0.1707], [0.0838, 0.3108, 1.1530], [-0.0190, -0.3147, 0.0717], [-0.4431, -0.0972, 0.0162], [0.0025, 0.0959, -1.3156], [-0.8129, 0.0307, 0.9540], [0.8198, 0.4194, 0.8949]],
  "homo_energy_ev": -8.65,
  "energy_ev": -9400.9570,
  "lumo_energy_ev": 0.707,
  "homo_lumo_gap_ha": 0.34371,
  "fmax_ev_per_a": 3.5,
  "charge": 0
}

Question: Among the records above, which one has the highest charge?
Answer: number 3